{
  "formula": "C48H136N12O14",
  "method": "ωB97M-V/def2-TZVPD",
  "energy_ha": -3620.355115,
  "mol_weight_g_mol": 1105.686,
  "orbital_gap_ev": 8.99,
  "e_above_lowest_kcal_mol": 128.29,
  "charge": 0,
  "lumo_energy_ev": 0.0,
  "symbols": ["C", "C", "C", "O", "C", "N", "H", "H", "H", "H", "H", "H", "H", "H", "H", "H", "H", "C", "C", "C", "O", "C", "N", "H", "H", "H", "H", "H", "H", "H", "H", "H", "H", "H", "C", "C", "C", "O", "C", "N", "H", "H", "H", "H", "H", "H", "H", "H", "H", "H", "H", "C", "C", "C", "O", "C", "N", "H", "H", "H", "H", "H", "H", "H", "H", "H", "H", "H", "C", "C", "C", "O", "C", "N", "H", "H", "H", "H", "H", "H", "H", "H", "H", "H", "H", "C", "C", "C", "O", "C", "N", "H", "H", "H", "H", "H", "H", "H", "H", "H", "H", "H", "C", "C", "C", "O", "C", "N", "H", "H", "H", "H", "H", "H", "H", "H", "H", "H", "H", "C", "C", "C", "O", "C", "N", "H", "H", "H", "H", "H", "H", "H", "H", "H", "H", "H", "C", "C", "C", "O", "C", "N", "H", "H", "H", "H", "H", "H", "H", "H", "H", "H", "H", "C", "C", "C", "O", "C", "N", "H", "H", "H", "H", "H", "H", "H", "H", "H", "H", "H", "C", "C", "C", "O", "C", "N", "H", "H", "H", "H", "H", "H", "H", "H", "H", "H", "H", "C", "C", "C", "O", "C", "N", "H", "H", "H", "H", "H", "H", "H", "H", "H", "H", "H", "O", "H", "H", "O", "H", "H"],
  "positions_angstrom": [[9.6134, 24.3719, 30.1621], [9.9852, 23.0723, 30.8636], [11.3998, 23.1432, 31.5953], [12.4204, 23.1615, 30.6701], [13.6954, 22.8260, 31.1843], [8.9522, 22.8873, 31.9598], [10.3736, 24.4506, 29.3849], [9.6656, 25.2070, 30.8607], [8.6951, 24.2189, 29.5952], [9.9131, 22.2846, 30.1136], [11.4588, 22.2357, 32.1964], [11.4746, 24.0308, 32.2235], [13.6348, 21.9941, 31.8860], [13.9800, 23.7722, 31.6446], [14.3143, 22.5348, 30.3356], [9.2678, 22.3279, 32.7392], [8.7135, 23.8051, 32.3073], [1.4690, 31.4024, 34.4972], [1.7511, 31.6631, 33.0024], [1.8452, 30.3760, 32.1665], [0.5777, 29.7121, 31.9616], [0.3662, 28.6604, 32.8774], [0.8294, 32.5262, 32.3441], [1.9938, 30.5939, 35.0060], [0.4211, 31.1428, 34.6476], [1.5923, 32.2854, 35.1243], [2.7591, 32.0660, 32.9045], [2.6782, 29.7431, 32.4726], [2.2892, 30.5737, 31.1909], [-0.4246, 27.9851, 32.5510], [0.2287, 28.9874, 33.9081], [1.1196, 27.8730, 32.8508], [1.2359, 32.7591, 31.4493], [0.0965, 31.8766, 32.0969], [5.8230, 28.5599, 34.8961], [4.7844, 29.0933, 35.9022], [3.7590, 28.0846, 36.4299], [4.5653, 27.0662, 37.1295], [4.2799, 25.7435, 36.6878], [5.4584, 29.8121, 37.0238], [6.2440, 27.6251, 35.2662], [6.5575, 29.3535, 34.7584], [5.4157, 28.2765, 33.9256], [4.2251, 29.8588, 35.3642], [3.2203, 27.7359, 35.5488], [3.0161, 28.3457, 37.1835], [5.0969, 25.1746, 37.1318], [4.3451, 25.6412, 35.6046], [3.2732, 25.4612, 36.9961], [4.8644, 30.1543, 37.7655], [5.9137, 29.1417, 37.6266], [1.3404, 23.3678, 34.5840], [2.0211, 24.2961, 33.6232], [1.7557, 23.9994, 32.1205], [0.3338, 23.9709, 31.8036], [0.1653, 24.8269, 30.6323], [1.6556, 25.6270, 34.0657], [1.7832, 23.3531, 35.5799], [1.4253, 22.3166, 34.3084], [0.2645, 23.4827, 34.7152], [3.0858, 24.1541, 33.8084], [2.1165, 22.9829, 31.9638], [2.3479, 24.7138, 31.5486], [0.3433, 25.8829, 30.8356], [-0.8882, 24.8356, 30.3528], [0.6717, 24.5114, 29.7201], [2.0225, 26.2520, 33.3623], [0.6489, 25.7076, 34.0808], [6.2638, 24.6822, 25.5320], [5.6239, 26.1053, 25.5898], [6.8514, 27.1902, 25.6427], [7.4806, 27.1036, 27.0117], [8.7280, 27.7105, 27.1253], [4.5433, 26.4026, 24.6371], [6.8229, 24.5285, 24.6090], [5.5667, 23.8541, 25.6602], [6.9694, 24.5631, 26.3542], [5.2684, 26.1932, 26.6165], [6.4236, 28.1916, 25.5941], [7.5808, 27.1024, 24.8375], [9.0789, 27.5753, 28.1484], [8.6946, 28.7979, 27.0581], [9.5408, 27.3980, 26.4696], [3.8943, 26.9432, 25.1908], [4.0567, 25.5683, 24.3416], [4.4209, 30.1646, 22.6334], [3.3616, 30.0307, 21.4938], [1.8730, 29.9621, 21.9892], [1.7368, 31.1284, 22.7426], [0.5704, 31.1344, 23.5387], [3.5911, 31.1426, 20.5315], [4.1615, 30.9637, 23.3278], [5.4380, 30.3543, 22.2905], [4.3389, 29.3555, 23.3592], [3.6801, 29.1013, 21.0216], [1.5306, 29.0914, 22.5484], [1.1436, 29.9898, 21.1796], [-0.3624, 30.9845, 22.9951], [0.3994, 32.0877, 24.0386], [0.6501, 30.2874, 24.2202], [4.5340, 31.5005, 20.5870], [3.1410, 31.8298, 21.1191], [2.1867, 25.6116, 21.2810], [2.1273, 25.3959, 22.8175], [0.6474, 24.8095, 22.9870], [-0.4417, 25.3333, 22.1874], [-0.8479, 26.6452, 22.4540], [3.1539, 24.4376, 23.0856], [1.6677, 24.9095, 20.6285], [3.1958, 25.5949, 20.8693], [1.7696, 26.5658, 20.9589], [2.3679, 26.3029, 23.3721], [0.3751, 24.7638, 24.0415], [0.7198, 23.7323, 22.8366], [-1.7483, 26.7918, 21.8575], [-0.1248, 27.4070, 22.1628], [-1.0489, 26.8037, 23.5135], [3.8439, 24.7513, 22.4181], [2.8892, 23.5581, 22.6655], [8.9927, 28.1510, 32.5525], [9.1433, 28.2547, 30.9930], [8.6440, 29.6817, 30.4910], [7.2610, 29.9504, 30.8186], [6.7826, 31.2430, 30.5220], [10.5993, 28.1097, 30.6374], [9.3820, 27.1879, 32.8826], [7.9216, 28.0518, 32.7284], [9.2701, 29.0798, 33.0512], [8.5979, 27.4114, 30.5695], [8.7678, 29.6703, 29.4081], [9.3088, 30.4705, 30.8429], [6.6928, 31.4095, 29.4486], [7.4865, 32.0085, 30.8487], [5.9016, 31.4141, 31.1407], [11.1886, 28.8745, 30.9341], [10.5471, 28.2237, 29.6352], [4.4079, 21.2879, 34.3901], [5.7358, 21.3028, 33.6599], [5.7035, 21.0692, 32.1402], [4.8219, 22.0654, 31.4698], [4.6631, 21.8348, 30.0176], [6.3031, 22.6075, 33.9490], [4.6295, 21.4240, 35.4486], [3.6933, 20.4685, 34.4681], [3.8738, 22.1110, 33.9154], [6.4237, 20.5788, 34.0966], [5.3518, 20.0645, 31.9058], [6.6387, 21.0803, 31.5804], [5.4874, 22.2512, 29.4386], [3.7038, 22.2164, 29.6681], [4.7838, 20.8021, 29.6905], [5.6959, 23.3334, 33.5962], [6.9631, 22.6502, 33.1857], [-0.4982, 27.8529, 26.4025], [-0.6335, 26.5641, 27.2580], [-2.1188, 26.4115, 27.8877], [-2.7669, 27.6422, 28.1615], [-2.4158, 28.3740, 29.3197], [-0.1631, 25.5242, 26.4715], [0.4674, 27.9423, 25.9049], [-0.6494, 28.7307, 27.0307], [-1.2414, 27.9644, 25.6129], [0.0746, 26.7462, 28.0665], [-2.2374, 25.6549, 28.6634], [-2.7646, 25.9738, 27.1265], [-3.3278, 28.8793, 29.6373], [-1.6446, 29.1303, 29.1736], [-2.0334, 27.7370, 30.1174], [-0.9007, 24.8769, 26.2325], [0.4107, 25.7553, 25.6731], [12.5677, 25.6452, 36.7262], [12.1538, 25.3035, 35.3342], [10.9090, 25.9889, 34.7445], [9.9637, 25.5294, 35.7283], [8.7498, 26.1585, 35.4624], [13.2931, 25.6099, 34.4379], [13.5042, 25.2052, 37.0689], [11.8803, 25.4375, 37.5462], [12.8335, 26.6939, 36.8593], [12.0004, 24.2245, 35.3113], [10.7442, 25.6809, 33.7120], [10.8541, 27.0766, 34.7003], [8.0516, 26.0271, 36.2891], [8.2639, 25.8296, 34.5438], [8.7810, 27.2416, 35.5804], [13.2977, 25.0270, 33.6131], [13.3722, 26.5301, 34.0291], [3.4228, 28.6236, 28.0753], [3.7922, 27.4534, 28.8816], [4.4590, 27.7713, 30.2769], [4.3418, 26.7256, 31.2321], [5.2480, 25.6608, 31.0274], [2.4612, 26.8841, 29.2138], [2.8580, 29.3678, 28.6367], [2.8651, 28.4196, 27.1612], [4.3354, 29.1171, 27.7410], [4.5439, 26.8186, 28.4124], [3.8708, 28.5575, 30.7503], [5.4467, 28.2204, 30.1726], [6.2819, 25.9170, 31.2586], [5.3147, 25.3739, 29.9780], [4.9818, 24.7627, 31.5847], [1.9141, 27.5441, 29.7478], [2.7285, 26.1221, 29.8203], [0.6539, 32.3623, 29.5221], [0.3924, 31.6442, 28.9456], [0.5155, 33.1521, 28.9994], [2.5748, 23.3249, 26.0293], [2.1116, 24.1591, 25.9532], [3.0659, 23.2476, 25.2114]],
  "atomic_forces_ev_per_a": [[1.087, -1.160, -0.696], [-0.263, 0.960, 2.470], [-1.584, -0.504, -1.140], [0.121, -0.793, -1.466], [-0.821, 0.773, -0.291], [0.368, -0.129, -1.284], [0.181, 0.688, 0.002], [-0.279, 0.188, -0.284], [-0.375, 0.435, 0.486], [0.325, -0.361, 0.389], [0.078, -0.115, 0.402], [-0.382, 0.179, 0.380], [0.075, 0.029, 0.216], [1.125, -0.356, 0.416], [0.145, 0.262, 0.178], [0.220, -0.067, 0.043], [0.009, 0.067, 0.222], [-0.946, 0.276, 0.149], [1.518, -1.591, 0.311], [0.587, -0.398, -0.269], [1.010, -0.118, 0.319], [-0.009, -1.124, -0.104], [-0.659, 0.614, 0.431], [0.514, -0.069, -0.538], [-0.278, 0.003, -0.250], [0.227, 0.229, -0.286], [0.186, 0.299, 0.223], [-0.459, -0.865, 1.101], [-0.782, 0.779, -0.543], [-0.966, 0.840, -0.088], [-0.123, 0.024, -0.062], [1.053, 0.625, 0.097], [-0.083, 0.172, -0.014], [-0.781, 0.366, -0.207], [-0.502, -0.385, 0.684], [-0.854, 1.298, 1.139], [1.622, -1.258, 0.084], [-0.981, 0.402, -1.323], [0.592, 0.600, 0.353], [0.753, -0.410, 0.055], [0.483, 0.202, 0.241], [0.178, -0.286, 0.013], [-0.411, 0.320, -0.052], [-0.166, 0.218, -0.017], [-0.064, -0.814, 0.050], [0.083, 1.024, -0.212], [-0.454, -0.547, 0.069], [-0.006, 0.110, -0.213], [0.056, -0.398, 0.131], [-1.146, 0.589, -0.642], [0.814, -0.731, -0.500], [-0.427, -1.976, 0.535], [-0.710, -0.246, 0.138], [-0.531, -1.027, 1.699], [1.461, 1.846, -1.464], [-1.523, -0.394, 0.491], [0.596, 0.432, -0.418], [0.113, 0.605, 0.035], [0.161, -0.126, -0.469], [-0.056, 0.558, -0.230], [0.300, 0.176, -0.346], [0.329, -0.010, -0.356], [-0.279, 0.066, -0.330], [0.634, 0.033, 0.265], [-0.224, -0.423, 0.261], [0.556, -0.194, 0.284], [-0.064, 0.536, 0.068], [-0.183, 0.082, -0.131], [-0.207, 0.555, -0.249], [2.325, -0.189, 1.045], [-1.192, -0.441, 1.422], [-0.926, -0.750, -2.156], [0.484, 0.889, 0.730], [1.101, 0.595, 0.701], [-0.057, 0.002, -0.159], [-0.373, 0.215, -0.171], [0.085, 0.317, 0.014], [-0.280, -0.001, 0.063], [-0.121, 0.121, -0.177], [0.183, -0.382, 0.122], [-0.091, -0.510, 0.088], [-0.354, 0.385, -0.435], [-0.266, -0.532, -0.395], [-0.355, 0.254, -0.281], [0.243, -0.377, 0.208], [-1.591, 0.215, 1.237], [1.932, -1.140, 0.229], [1.029, 0.708, -0.864], [-0.794, 1.044, 0.735], [-0.224, -0.341, -0.088], [-1.625, 0.033, 0.943], [-0.055, 0.709, -0.419], [-0.137, -0.440, -0.186], [0.517, -0.747, -0.420], [-0.620, -0.245, -0.347], [0.849, -0.436, 0.464], [0.209, 0.111, -0.672], [0.000, -0.185, -0.652], [0.691, -0.067, 0.162], [-0.149, 0.126, 0.563], [0.535, -0.622, -0.082], [-0.558, 1.191, -0.562], [-0.069, 1.470, -0.820], [-2.659, -0.199, -3.007], [0.359, 0.190, 1.154], [1.794, -1.059, 0.474], [-0.121, 0.228, 0.152], [0.541, -1.134, 0.475], [-0.329, -0.527, 0.687], [0.364, 0.243, 0.359], [-0.051, 0.239, 0.135], [-0.443, 0.147, -0.096], [-0.324, 0.696, 0.231], [-0.054, 0.006, -0.981], [-0.026, 0.115, 0.195], [0.314, -0.006, -0.215], [-0.237, -0.077, 0.179], [0.973, -0.184, 0.431], [-0.300, -0.471, 0.119], [-1.367, -0.272, -1.798], [1.009, 1.958, 2.216], [-0.875, -1.249, -0.247], [0.967, -0.764, 0.220], [1.003, 0.189, 0.388], [-1.620, -0.394, -0.708], [0.591, 0.558, 0.244], [-0.232, 0.166, 0.141], [0.617, -0.378, 0.208], [0.005, 0.249, -0.401], [-0.140, 0.105, -0.383], [0.023, 0.059, 0.526], [-0.631, -0.136, -0.125], [0.365, 0.110, 0.204], [-0.317, -0.184, -0.574], [-0.248, 0.310, 0.518], [0.719, -0.275, -0.505], [-0.563, 0.037, 0.191], [-0.214, -0.469, -0.500], [-1.517, 0.071, -1.370], [0.259, -1.263, -0.777], [0.894, -0.137, 1.003], [0.953, 0.430, -0.660], [0.017, 0.824, -0.042], [0.473, -0.647, -0.981], [-0.343, 0.177, 0.641], [0.040, -0.280, -0.142], [-0.630, -0.198, 0.178], [0.653, 0.531, 0.705], [0.073, 0.894, 0.238], [0.126, 0.099, 0.298], [-0.581, -0.545, 0.710], [-0.885, 0.146, 0.315], [1.193, 0.412, 0.166], [-1.038, 0.678, 0.618], [-0.664, 3.379, 0.990], [0.665, 0.107, -1.778], [0.429, -0.236, 0.031], [-0.025, -0.242, 0.192], [-0.098, -3.262, -0.584], [0.277, -0.248, 0.294], [0.207, 0.180, 0.025], [-0.270, -0.400, -0.053], [-0.048, -0.172, 0.493], [0.653, 0.355, 0.735], [0.099, 0.089, -0.568], [0.101, -0.021, 0.166], [0.134, 0.089, -0.443], [-0.199, -0.252, 0.148], [0.261, -0.210, -0.374], [-0.409, 0.286, 0.197], [0.408, 1.094, 1.856], [1.254, 1.140, -2.051], [0.317, -1.338, 2.627], [-0.781, 0.717, -1.536], [-1.470, 0.341, 1.523], [0.864, -0.873, -0.494], [0.055, -0.672, -0.671], [-0.495, -0.165, -0.443], [-0.344, 0.438, -0.392], [-0.183, -0.006, -0.336], [-0.345, -0.638, -0.040], [0.664, 0.277, 0.373], [-0.110, -1.072, 0.094], [0.083, 0.124, -0.206], [0.665, 0.477, -0.967], [-0.088, -0.431, 0.093], [-0.488, 0.487, 0.658], [1.480, 1.950, -1.084], [-1.069, -0.024, 2.627], [-0.870, 1.261, -0.323], [0.480, -0.352, -0.285], [0.584, -0.277, -0.615], [1.293, -1.886, -0.909], [-0.112, -0.053, 0.213], [-0.114, -0.486, 0.165], [0.126, 0.418, -0.109], [-0.861, -0.616, -0.538], [-0.225, 0.268, -0.141], [0.533, -0.539, 0.102], [0.134, 0.357, 0.458], [-0.341, -0.143, -0.275], [-0.310, 0.221, 0.175], [0.179, 0.266, 0.227], [-0.884, -0.323, 0.402], [0.081, -0.005, -0.146], [-0.066, -0.286, -0.101], [-0.047, 0.279, -0.134], [0.018, -0.346, 0.287], [-0.219, 0.261, 0.185], [0.179, 0.133, -0.350]],
  "lowdin_charge": [-0.0664, -0.3539, -0.2181, -0.1985, -0.0808, 0.0349, 0.0803, 0.0636, 0.0777, 0.1320, 0.1146, 0.1057, 0.0870, 0.0824, 0.0915, 0.0655, 0.0490, -0.0497, -0.4325, -0.2003, -0.1737, -0.1120, 0.0447, 0.0554, 0.0690, 0.0741, 0.1334, 0.1078, 0.1042, 0.0808, 0.0862, 0.0508, 0.0394, 0.0607, -0.0434, -0.4031, -0.1617, -0.2243, -0.1108, 0.0315, 0.0573, 0.0785, 0.0682, 0.1077, 0.1001, 0.1226, 0.0883, 0.0684, 0.0834, 0.0610, 0.0575, -0.0796, -0.4375, -0.1594, -0.1581, -0.1036, 0.0599, 0.0770, 0.0726, 0.0819, 0.1115, 0.1162, 0.0950, 0.0650, 0.0646, 0.0886, 0.0429, 0.0754, -0.0496, -0.3680, -0.0940, -0.2056, -0.1520, 0.0587, 0.0727, 0.0596, 0.0678, 0.0920, 0.1013, 0.1115, 0.0566, 0.0788, 0.0908, 0.0547, -0.0036, -0.0691, -0.3767, -0.1955, -0.2078, -0.0919, 0.0363, 0.0660, 0.0744, 0.0553, 0.1156, 0.0963, 0.1237, 0.0857, 0.0912, 0.0771, 0.0574, 0.0516, -0.0590, -0.3835, -0.1464, -0.1760, -0.1010, 0.0006, 0.0895, 0.0760, 0.0671, 0.1150, 0.0828, 0.1246, 0.0984, 0.0639, 0.0713, 0.0742, 0.0956, -0.0500, -0.3737, -0.1677, -0.2106, -0.1086, 0.0406, 0.0360, 0.0574, 0.0908, 0.1107, 0.0954, 0.1187, 0.0863, 0.0793, 0.0870, 0.0665, 0.0387, -0.0580, -0.4297, -0.1560, -0.2288, -0.0760, 0.0479, 0.0833, 0.0800, 0.0461, 0.1348, 0.1126, 0.1041, 0.0720, 0.0815, 0.0751, 0.0507, 0.0192, -0.0602, -0.4176, -0.1467, -0.1913, -0.0943, 0.0430, 0.0593, 0.0584, 0.0696, 0.0916, 0.1047, 0.1157, 0.0912, 0.0698, 0.0807, 0.0858, 0.0384, -0.0796, -0.4084, -0.1858, -0.1711, -0.1520, 0.0317, 0.0759, 0.0768, 0.0781, 0.1421, 0.0937, 0.1179, 0.0847, 0.0847, 0.0861, 0.0329, 0.0684, -0.0781, -0.3958, -0.1697, -0.1995, -0.0881, 0.0686, 0.0780, 0.0682, 0.0801, 0.1121, 0.1045, 0.1147, 0.0797, 0.0863, 0.0712, 0.0696, 0.0414, -0.0381, 0.0393, 0.0492, -0.0600, -0.0090, -0.0069]
}